(1)
DFT (ωB97M-V/def2-TZVPD) results for C7H13N4 as an isolated structure in a non-equilibrium geometry.

Geometry as ORCA input:
```
! RIJCOSX wB97M-V def2-TZVPD def2/J DEFGRID3
* xyz 1 3
C -1.434 0.789 -0.551
C -0.630 -1.559 0.661
C -2.698 0.522 -0.205
C -0.155 -2.449 1.797
C -0.147 0.075 -0.984
C 0.370 1.463 -0.905
C 1.800 -1.093 -0.030
N 0.340 -0.927 0.067
N -0.774 1.995 -0.629
N 1.617 1.938 -1.083
N -1.254 3.295 -0.577
H -3.247 1.388 0.013
H -3.106 -0.450 -0.208
H 0.114 -3.444 1.633
H 0.640 -1.986 2.336
H -0.114 -0.452 -2.014
H 2.014 -2.231 0.098
H 2.200 -0.793 -0.999
H 2.159 -0.731 0.939
H 2.317 1.309 -1.466
H 1.875 2.979 -1.079
H -2.297 3.123 -0.538
H -1.030 3.808 0.280
H -0.958 -2.618 2.524
*
```

Properties
Highest occupied orbital energy (alpha / beta) ... -8.9 / -13.4 eV
Orbital gap (alpha / beta) ... 0.2037 / 0.3479 Eh
LUMO level (alpha / beta) ... -3.342 / -3.900 eV

---

(2)
DFT (ωB97M-V/def2-TZVPD) results for a 3-piece molecular cluster, C23H37F5N3O8 overall in a non-equilibrium geometry.

Geometry as ORCA input:
```
! RIJCOSX wB97M-V def2-TZVPD def2/J DEFGRID3
* xyz 1 1
C -3.227 2.140 1.228
C -2.377 2.347 0.435
C -1.437 2.575 -0.636
C -1.179 1.261 -1.416
C 0.297 0.978 -1.688
C 1.177 1.102 -0.493
C 1.188 0.295 0.614
C 0.255 -0.881 0.775
C 0.317 -1.711 2.050
O -0.478 -1.143 3.089
N 2.194 0.766 1.436
C 2.594 0.168 2.739
N 3.547 -0.916 2.621
C 2.751 1.845 0.865
C 3.910 2.627 1.432
F 4.614 3.177 0.428
F 4.747 1.781 2.083
C 3.466 3.729 2.472
F 3.660 3.284 3.711
F 4.158 4.848 2.286
F 2.155 3.986 2.312
N 2.151 2.073 -0.310
C 2.406 3.125 -1.311
C 2.231 4.539 -0.842
O 0.877 4.736 -0.466
H -3.889 2.187 2.052
H -1.904 3.290 -1.306
H -0.534 3.040 -0.255
H -1.673 1.335 -2.376
H -1.667 0.449 -0.901
H 0.643 1.581 -2.512
H 0.386 -0.048 -2.040
H -0.759 -0.516 0.710
H 0.446 -1.539 -0.067
H -0.117 -2.678 1.837
H 1.325 -1.904 2.391
H -0.437 -0.186 3.017
H 3.044 0.929 3.353
H 1.711 -0.158 3.263
H 4.452 -0.543 2.358
H 3.285 -1.525 1.852
H 1.758 2.984 -2.158
H 3.423 3.012 -1.668
H 2.484 5.173 -1.689
H 2.897 4.824 -0.036
H 0.692 5.677 -0.516
C -7.578 -1.436 -3.401
C -7.423 -0.100 -4.096
O -7.745 0.991 -3.220
C -6.792 1.344 -2.366
O -5.687 0.868 -2.290
O -7.253 2.352 -1.626
C -6.340 2.814 -0.632
H -8.575 -1.526 -2.969
H -7.427 -2.250 -4.109
H -6.854 -1.543 -2.593
H -8.126 -0.020 -4.922
H -6.418 0.030 -4.497
H -5.370 3.043 -1.068
H -6.229 2.066 0.152
H -6.766 3.719 -0.208
C 4.895 -5.621 -1.116
C 4.895 -4.812 0.162
O 3.560 -4.439 0.554
C 2.866 -5.401 1.167
O 3.262 -6.499 1.440
O 1.654 -4.916 1.447
C 0.775 -5.856 2.079
H 4.365 -5.088 -1.906
H 5.917 -5.807 -1.444
H 4.401 -6.580 -0.971
H 5.424 -3.872 0.017
H 5.381 -5.347 0.976
H 1.243 -6.297 2.955
H 0.487 -6.634 1.375
H -0.107 -5.299 2.383
*
```

Properties
Highest occupied orbital energy ... -12.4 eV
Orbital gap ... 0.3454 Eh
LUMO level ... -3.006 eV

---

(3)
DFT (ωB97M-V/def2-TZVPD) results for C37H58BrCrN4OP2 as an isolated structure in a non-equilibrium geometry.

Geometry as ORCA input:
```
! RIJCOSX wB97M-V def2-TZVPD def2/J DEFGRID3
* xyz 1 5
Cr -0.783 -0.723 -0.059
N -3.270 -3.110 -2.509
C -4.044 -3.104 -1.389
C -3.312 -2.478 -0.445
N -2.086 -2.084 -0.944
C -2.085 -2.505 -2.233
C -1.082 -2.442 -3.278
N 0.209 -2.243 -3.154
C 0.735 -2.298 -4.410
C -0.248 -2.537 -5.322
N -1.399 -2.636 -4.595
H -3.515 -3.548 -3.380
H -5.038 -3.512 -1.348
H -3.589 -2.305 0.574
H 1.785 -2.149 -4.596
H -0.224 -2.654 -6.390
H -2.317 -2.732 -4.992
C 4.697 0.755 -4.442
C 4.913 1.511 -3.126
C 5.143 3.000 -3.427
C 6.165 0.924 -2.457
C 3.703 1.383 -2.208
C 2.428 1.139 -2.689
C 1.394 0.984 -1.790
Br -0.400 0.811 -2.471
C 1.523 1.011 -0.391
O 0.518 0.641 0.381
C 2.788 1.468 0.082
C 3.818 1.611 -0.835
C 2.975 1.919 1.535
C 4.420 2.316 1.851
C 2.090 3.163 1.720
C 2.576 0.827 2.537
H 5.621 0.753 -5.021
H 3.927 1.217 -5.061
H 4.421 -0.285 -4.250
H 6.059 3.139 -4.004
H 5.232 3.570 -2.502
H 4.308 3.407 -4.001
H 6.984 0.882 -3.176
H 5.971 -0.090 -2.100
H 6.506 1.528 -1.616
H 2.218 1.077 -3.748
H 4.781 1.928 -0.460
H 4.729 3.194 1.282
H 5.118 1.500 1.657
H 4.488 2.569 2.910
H 2.426 3.962 1.057
H 2.145 3.526 2.749
H 1.052 2.939 1.483
H 3.243 -0.033 2.435
H 1.552 0.508 2.374
H 2.662 1.205 3.558
C -1.276 2.440 3.041
C -2.369 2.134 2.016
C -2.016 2.835 0.696
C -3.717 2.660 2.509
P -2.413 0.273 1.618
C -4.093 0.168 0.883
C -4.133 0.485 -0.480
C -5.320 0.446 -1.193
C -6.492 0.055 -0.562
C -6.464 -0.275 0.784
C -5.278 -0.214 1.505
C -2.375 -0.710 3.240
C -2.767 -2.152 2.891
C -0.906 -0.738 3.694
C -3.240 -0.202 4.395
H -1.098 3.517 3.064
H -0.337 1.953 2.777
H -1.564 2.136 4.045
H -1.870 3.903 0.878
H -2.817 2.734 -0.036
H -1.095 2.434 0.271
H -3.620 3.730 2.706
H -4.036 2.176 3.431
H -4.497 2.530 1.760
H -3.216 0.749 -0.996
H -5.322 0.726 -2.239
H -7.422 0.004 -1.112
H -7.377 -0.578 1.280
H -5.304 -0.481 2.551
H -2.133 -2.537 2.087
H -3.813 -2.237 2.592
H -2.628 -2.787 3.768
H -0.243 -0.874 2.839
H -0.749 -1.570 4.384
H -0.617 0.173 4.212
H -4.290 -0.099 4.132
H -2.887 0.757 4.769
H -3.173 -0.916 5.220
C 1.372 -2.624 1.708
P 0.998 -2.424 -0.091
C 0.644 -4.199 -0.407
C 2.728 -2.198 -0.640
H 2.197 -3.324 1.857
H 0.493 -2.999 2.234
H 1.656 -1.659 2.126
H 1.419 -4.798 0.071
H 0.616 -4.426 -1.468
H -0.320 -4.451 0.039
H 3.284 -3.114 -0.438
H 3.167 -1.373 -0.077
H 2.785 -1.956 -1.694
*
```

Properties
Highest occupied orbital energy (alpha / beta) ... -9.7 / -9.8 eV
Orbital gap (alpha / beta) ... 0.2743 / 0.2735 Eh
LUMO level (alpha / beta) ... -2.218 / -2.372 eV

---

(4)
DFT (ωB97M-V/def2-TZVPD) results for C28H41Cl3CsN6O6 as an isolated structure in a non-equilibrium geometry.

Geometry as ORCA input:
```
! RIJCOSX wB97M-V def2-TZVPD def2/J DEFGRID3
* xyz -1 1
Cs 0.288 -0.755 -0.154
O -1.109 1.956 2.209
C -2.500 1.742 2.193
C -3.010 1.286 0.830
N -2.486 -0.003 0.395
C -2.614 -1.078 1.371
C -1.395 -1.302 2.303
O -1.518 -2.178 3.160
O -0.349 -0.600 2.103
C -3.059 -0.381 -0.894
C -2.098 -1.346 -1.626
O -2.346 -2.554 -1.597
O -1.081 -0.809 -2.171
H -0.715 1.059 2.115
H -2.980 2.695 2.428
H -2.797 1.024 2.970
H -2.679 2.037 0.107
H -4.117 1.289 0.850
H -2.749 -2.023 0.840
H -3.499 -0.962 2.009
H -3.193 0.516 -1.501
H -4.038 -0.869 -0.784
Cl 2.891 -1.418 -1.767
C 3.003 0.008 -2.799
Cl 2.635 1.468 -1.889
H 2.278 -0.093 -3.599
H 4.015 0.073 -3.182
C -2.715 2.182 -4.356
C -1.841 2.692 -3.257
C -1.579 3.976 -2.819
C -0.680 3.821 -1.742
N -0.415 2.540 -1.546
N -1.116 1.874 -2.473
C -0.055 4.857 -0.862
H -3.297 3.001 -4.774
H -3.395 1.413 -3.987
H -2.117 1.734 -5.152
H -1.986 4.893 -3.217
H -1.137 0.834 -2.427
H -0.531 5.828 -0.993
H 1.010 4.958 -1.082
H -0.152 4.547 0.180
C 5.279 -1.377 7.302
C 5.510 -0.057 6.561
C 6.774 -0.178 5.688
C 5.754 1.052 7.596
C 4.292 0.318 5.656
O 4.639 1.565 5.089
C 2.992 0.418 6.492
C 1.703 0.840 5.754
C 1.663 2.251 5.210
C 1.293 2.487 3.889
C 1.283 3.773 3.365
C 1.641 4.834 4.175
Cl 1.670 6.446 3.526
C 1.968 4.632 5.507
C 1.973 3.345 6.016
C 4.071 -0.778 4.552
N 3.991 -0.248 3.211
C 2.911 -0.094 2.425
N 3.273 0.360 1.249
C 4.619 0.469 1.359
N 5.100 0.113 2.532
H 6.197 -1.660 7.820
H 5.013 -2.189 6.622
H 4.492 -1.282 8.052
H 7.665 -0.080 6.311
H 6.789 0.604 4.931
H 6.833 -1.145 5.186
H 6.688 0.854 8.125
H 4.960 1.095 8.343
H 5.831 2.020 7.104
H 3.959 1.845 4.466
H 3.169 1.109 7.316
H 2.802 -0.568 6.921
H 0.880 0.734 6.466
H 1.483 0.144 4.942
H 0.980 1.665 3.256
H 0.992 3.940 2.336
H 2.217 5.475 6.138
H 2.228 3.197 7.058
H 3.136 -1.301 4.747
H 4.879 -1.504 4.553
H 1.900 -0.329 2.719
H 5.246 0.827 0.559
*
```

Properties
Highest occupied orbital energy ... -5.6 eV
Orbital gap ... 0.2812 Eh
LUMO level ... 2.004 eV